{
  "formula": "C8H16N2O2Pb2",
  "method": "wB97M-V/def2-TZVPD",
  "symbols": ["Pb", "Pb", "O", "H", "O", "H", "C", "C", "C", "C", "N", "H", "H", "H", "H", "H", "H", "H", "C", "C", "C", "C", "N", "H", "H", "H", "H", "H", "H", "H"],
  "coordinates": [[-0.298778, -2.695145, 2.767770], [3.201767, -1.246055, 2.816091], [1.044591, -1.010123, 1.980438], [0.786060, -0.521179, 1.185136], [1.711285, -2.524983, 4.082607], [2.323195, -3.239966, 4.322977], [-0.914079, -2.897937, -3.494777], [-0.124651, -1.637802, -3.213530], [-0.382008, -0.961048, -1.838205], [-0.482162, -1.959642, -0.765522], [-0.616328, -2.779027, 0.033104], [-0.577480, -3.737708, -2.882182], [-0.802407, -3.252119, -4.519029], [-1.989572, -2.777718, -3.347186], [-0.366113, -0.820461, -3.894589], [0.933077, -1.874658, -3.324322], [-1.300072, -0.378380, -1.768917], [0.511055, -0.359943, -1.655891], [-1.639011, 3.249515, 1.089376], [-0.462052, 2.603858, 1.833898], [0.738939, 2.303900, 0.931236], [1.559482, 3.422277, 0.468285], [2.183104, 4.290806, 0.053188], [-1.908921, 2.652076, 0.217711], [-1.426462, 4.286670, 0.834526], [-2.493906, 3.315104, 1.762990], [-0.819739, 1.691051, 2.311014], [-0.150081, 3.355866, 2.560701], [0.367187, 1.890220, -0.015604], [1.394077, 1.612551, 1.468706]],
  "atomic_forces_ev_per_a": [[0.3, 0.3, -0.4], [-1.6, -0.1, 0.3], [0.6, -0.4, 0.4], [0.1, 0.0, 0.1], [1.2, 0.4, -1.5], [-0.6, -0.3, 0.5], [-0.5, -0.4, -0.1], [-0.3, 0.3, -0.2], [0.6, -1.0, 0.3], [-0.1, -0.1, -0.2], [0.3, 0.3, 0.8], [0.0, 0.1, 0.2], [0.2, 0.3, -0.1], [0.0, 0.1, 0.1], [0.1, -0.3, -0.4], [0.1, 0.3, 0.1], [0.1, 0.2, -0.3], [-0.3, 0.4, 0.3], [0.1, -0.1, 0.4], [-0.3, 1.3, -0.4], [-0.2, -0.2, -0.3], [-0.2, 0.3, 0.3], [0.1, 0.0, 0.0], [-0.1, 0.2, -0.1], [0.2, -0.1, -0.4], [-0.1, -0.2, -0.1], [0.3, 0.0, 0.2], [0.1, -0.5, 0.5], [0.1, -0.6, 0.2], [0.1, -0.1, -0.3]],
  "spin_multiplicity": 1,
  "total_charge": 2
}

=====

{
  "formula": "C35H77Br3ClN2O6P2S2",
  "method": "wB97M-V/def2-TZVPD",
  "symbols": ["C", "C", "C", "C", "C", "C", "C", "S", "C", "C", "C", "C", "C", "C", "C", "C", "C", "C", "C", "Br", "C", "Br", "P", "S", "C", "O", "N", "C", "C", "C", "N", "Br", "P", "O", "Cl", "H", "H", "H", "H", "H", "H", "H", "H", "H", "H", "H", "H", "H", "H", "H", "H", "H", "H", "H", "H", "H", "H", "H", "H", "H", "H", "H", "H", "H", "H", "H", "H", "H", "H", "H", "H", "H", "H", "H", "H", "H", "H", "H", "H", "H", "C", "C", "C", "O", "H", "H", "H", "H", "H", "H", "H", "H", "C", "C", "C", "O", "H", "H", "H", "H", "H", "H", "H", "H", "C", "C", "C", "O", "H", "H", "H", "H", "H", "H", "H", "H", "C", "C", "C", "O", "H", "H", "H", "H", "H", "H", "H", "H"],
  "coordinates": [[1.379488, 4.335098, 4.974250], [0.251581, 3.440591, 4.429963], [0.674562, 1.983296, 4.143152], [0.545550, 1.546204, 2.661572], [-0.368271, 0.327204, 2.436158], [0.201280, -1.115123, 2.352740], [1.688734, -1.301440, 1.917618], [2.716209, -0.753896, 3.342553], [2.085126, -0.458578, 0.666436], [3.363095, 0.384747, 0.747175], [3.585562, 1.237615, -0.544820], [3.798970, 2.696573, -0.086591], [4.805291, 0.792051, -1.401175], [4.294385, 0.305653, -2.800127], [3.842728, -1.136476, -2.820078], [4.660367, -2.169376, -3.069418], [6.121117, -2.133443, -2.703410], [4.154305, -3.428181, -3.746275], [2.070655, -2.824985, 1.760896], [3.836323, -3.023184, 1.017712], [1.058829, -3.790128, 1.047153], [1.308623, -3.818663, -0.859746], [1.542284, -5.556106, 1.682489], [2.668222, -6.626884, 0.559975], [-0.356910, -3.517652, 1.614290], [-0.192015, -3.905465, 2.973917], [-1.480457, -4.231204, 1.104013], [-1.495531, -5.121967, -0.066080], [-2.899290, -5.756043, -0.182652], [-3.410681, -5.764205, -1.626320], [-0.781081, -2.022523, 1.621348], [-0.965565, -1.448276, -0.201294], [-2.632546, -1.695292, 2.370213], [-2.886128, -2.972121, 3.322531], [-3.917592, -2.153911, 0.930468], [1.012563, 4.987127, 5.766013], [2.171706, 3.732083, 5.420623], [1.817146, 4.952448, 4.190418], [-0.191651, 3.896658, 3.543222], [-0.537257, 3.422766, 5.185162], [1.728806, 1.895187, 4.411760], [0.151787, 1.284240, 4.801022], [0.074968, 2.375951, 2.130118], [1.542499, 1.434956, 2.259362], [-1.055235, 0.342100, 3.283998], [-1.003933, 0.526228, 1.572067], [0.173904, -1.496384, 3.380159], [2.238395, -1.653025, 4.212177], [2.125143, -1.079089, -0.229031], [1.282357, 0.262258, 0.498086], [3.298132, 1.095831, 1.571771], [4.245772, -0.231159, 0.899337], [2.657560, 1.230820, -1.122418], [4.350668, 3.287007, -0.816936], [4.392702, 2.712263, 0.831890], [2.849150, 3.180440, 0.153648], [5.470430, 1.639915, -1.575512], [5.385801, 0.027708, -0.883258], [5.011949, 0.495424, -3.593106], [3.419186, 0.925539, -3.009661], [2.794736, -1.332970, -2.594649], [6.582239, -1.170927, -2.936600], [6.694039, -2.890417, -3.236601], [6.218071, -2.289525, -1.625973], [4.951396, -4.160680, -3.864192], [3.355843, -3.920995, -3.190576], [3.756667, -3.186547, -4.730558], [2.173347, -3.225295, 2.765412], [0.307205, -6.163862, 1.930142], [2.051841, -5.266427, 2.951215], [-0.531675, -3.263969, 3.599256], [-1.909651, -4.701143, 1.890223], [-1.332402, -4.531385, -0.961960], [-0.757466, -5.926953, -0.027508], [-2.838238, -6.781787, 0.184607], [-3.574091, -5.206414, 0.477110], [-3.984209, -4.866175, -1.852921], [-4.027061, -6.640881, -1.818485], [-2.568494, -5.833284, -2.317457], [-2.614940, -2.777053, 4.232207], [3.202543, 7.552409, -2.525307], [2.924619, 6.545555, -1.420688], [1.495730, 6.654894, -0.909494], [3.847148, 6.711866, -0.345386], [3.075174, 8.570981, -2.148940], [4.228963, 7.456065, -2.878524], [2.528302, 7.412411, -3.371048], [3.098899, 5.535245, -1.796599], [1.320135, 7.647749, -0.486912], [1.317296, 5.923129, -0.120366], [0.772533, 6.490104, -1.709426], [3.725247, 7.596745, 0.014692], [-7.608868, -1.632362, 1.424047], [-8.700473, -2.200350, 0.529768], [-9.311923, -3.460673, 1.119494], [-8.180380, -2.462708, -0.773382], [-6.798901, -2.359998, 1.535966], [-7.187551, -0.727986, 0.982179], [-7.992008, -1.389637, 2.416171], [-9.478912, -1.448304, 0.393708], [-8.549303, -4.238720, 1.222773], [-10.091820, -3.846686, 0.464354], [-9.745357, -3.271258, 2.102031], [-7.493901, -3.131864, -0.685285], [-10.082594, 1.720880, 0.128124], [-11.553075, 1.512744, -0.201875], [-11.988486, 2.369329, -1.380225], [-12.361124, 1.786458, 0.940317], [-9.898093, 2.761337, 0.409429], [-9.791941, 1.094643, 0.973216], [-9.446926, 1.475930, -0.724468], [-11.727841, 0.460569, -0.433913], [-11.860997, 3.429437, -1.143778], [-13.041971, 2.202885, -1.602503], [-11.404051, 2.144494, -2.273281], [-12.237982, 2.712121, 1.175447], [9.274556, 1.839355, -4.650489], [7.801874, 1.989778, -4.307803], [7.534515, 3.275624, -3.541116], [7.347022, 0.861336, -3.553844], [9.873106, 1.800759, -3.736038], [9.446825, 0.914252, -5.200127], [9.627662, 2.674736, -5.255518], [7.210418, 1.981144, -5.224765], [8.086096, 3.274850, -2.596612], [6.473085, 3.369151, -3.306462], [7.840661, 4.150672, -4.114828], [7.855143, 0.836401, -2.734946]],
  "atomic_forces_ev_per_a": [[-0.1, -0.1, 0.0], [-0.2, -0.1, 0.5], [0.6, 0.1, -0.3], [-0.2, 0.2, 0.5], [0.0, 0.2, 0.1], [0.2, 0.2, 0.6], [0.5, -0.6, -0.5], [0.0, 0.3, 0.0], [-0.2, 0.5, 0.1], [0.0, 0.1, -0.7], [0.6, 0.5, 1.0], [0.0, -0.1, 0.2], [-0.9, 0.0, -0.9], [0.0, -0.1, 1.4], [0.3, 0.1, 0.0], [-0.2, -0.2, 0.0], [0.2, 0.5, -0.8], [-0.1, -0.2, 0.7], [-0.6, 0.2, -0.1], [0.2, -0.1, 0.1], [0.5, 0.3, 0.4], [-0.1, 0.1, -0.2], [0.4, -0.6, -0.7], [-0.1, 0.1, 0.0], [-0.4, -0.9, 0.1], [0.1, 0.4, 0.1], [0.4, -0.2, 0.0], [-0.7, 0.2, -0.3], [0.4, -0.1, 0.1], [0.2, -0.2, 0.1], [0.2, 0.0, -0.7], [0.0, 0.0, 0.1], [-0.3, 0.6, 0.3], [0.5, -0.1, 0.0], [-0.1, -0.2, -0.2], [0.0, 0.1, -0.1], [0.0, 0.0, 0.0], [0.1, 0.0, 0.0], [0.0, 0.0, 0.0], [-0.1, 0.0, -0.1], [0.0, -0.1, 0.1], [-0.1, 0.0, 0.0], [0.1, -0.1, -0.1], [-0.1, -0.1, -0.2], [-0.1, -0.1, -0.1], [0.2, -0.1, -0.2], [-0.1, -0.1, -0.1], [0.0, -0.1, 0.0], [0.0, -0.2, 0.1], [0.0, -0.1, -0.1], [0.0, -0.2, 0.2], [0.0, -0.1, 0.2], [0.1, -0.2, -0.2], [-0.3, 0.1, -0.1], [0.1, 0.0, -0.1], [0.0, 0.1, -0.1], [0.0, 0.0, 0.1], [0.0, -0.1, -0.1], [0.2, -0.2, 0.2], [0.1, 0.0, -0.2], [-0.2, 0.0, -0.9], [-0.1, 0.0, 0.1], [0.0, -0.1, 0.1], [0.0, -0.1, 0.0], [0.0, 0.0, 0.0], [-0.2, 0.0, 0.1], [0.1, 0.0, 0.0], [-0.1, 0.1, 0.0], [-0.1, 0.2, 0.2], [-0.1, 0.1, 0.1], [-0.1, 0.0, 0.0], [-0.1, 0.0, 0.0], [0.2, 0.0, 0.0], [0.2, 0.2, 0.0], [-0.1, 0.0, 0.1], [-0.1, -0.1, -0.1], [0.1, 0.0, -0.1], [-0.2, 0.1, 0.0], [-0.1, 0.1, -0.1], [-0.3, -0.1, 0.1], [0.1, 0.0, 0.0], [-0.2, 0.3, 0.0], [0.0, -0.1, 0.1], [0.0, -0.2, 0.0], [-0.1, 0.0, 0.0], [0.0, 0.0, 0.0], [0.0, 0.0, 0.0], [0.1, 0.0, 0.0], [0.0, 0.0, -0.1], [0.0, 0.0, 0.0], [0.0, 0.0, 0.0], [0.0, 0.0, 0.0], [0.0, 0.1, -0.1], [0.2, -0.2, 0.2], [-0.1, 0.0, -0.1], [-0.1, 0.2, 0.0], [-0.1, -0.1, 0.1], [0.0, 0.0, 0.0], [0.0, 0.0, 0.0], [0.0, 0.0, -0.1], [0.0, 0.0, 0.1], [0.0, 0.0, 0.0], [0.0, 0.0, 0.0], [0.0, -0.1, 0.0], [0.0, -0.1, 0.1], [0.1, 0.3, 0.0], [-0.1, 0.0, 0.0], [0.0, -0.2, 0.0], [0.0, 0.0, -0.1], [0.0, 0.0, 0.0], [0.0, 0.0, 0.0], [0.0, 0.0, 0.1], [0.1, 0.0, 0.0], [0.0, 0.0, 0.0], [0.0, 0.0, 0.0], [0.0, 0.0, 0.0], [0.0, -0.1, -0.1], [0.2, 0.2, 0.2], [-0.1, 0.0, 0.0], [0.1, 0.1, -0.1], [0.0, 0.1, 0.0], [0.0, 0.0, 0.0], [0.0, 0.0, 0.0], [0.0, -0.1, 0.0], [0.1, 0.0, 0.0], [0.0, 0.0, 0.0], [0.0, 0.0, 0.0], [0.0, 0.0, 0.0]],
  "spin_multiplicity": 1,
  "total_charge": 1
}

=====

{
  "formula": "C22H24F6IrN7O6S2",
  "method": "wB97M-V/def2-TZVPD",
  "symbols": ["Ir", "O", "C", "O", "C", "C", "C", "C", "C", "N", "H", "H", "H", "H", "F", "C", "F", "F", "S", "O", "O", "N", "S", "O", "O", "C", "F", "F", "F", "N", "C", "C", "C", "C", "C", "N", "C", "C", "C", "C", "C", "N", "H", "H", "H", "H", "H", "H", "H", "H", "H", "N", "C", "C", "N", "C", "C", "H", "H", "H", "H", "H", "H", "H", "H", "H", "H", "H"],
  "coordinates": [[0.352296, 0.149253, -0.131294], [-1.920504, -0.011047, 3.250906], [-0.928904, 0.276653, 2.618706], [-0.160504, -0.514947, 1.991006], [-0.538404, 1.767953, 2.447406], [-1.129704, 2.755753, 3.222106], [-0.718804, 4.061153, 2.988706], [0.233796, 4.321053, 2.020006], [0.750296, 3.261453, 1.274706], [0.345996, 2.030953, 1.511706], [-1.868004, 2.486853, 3.962506], [-1.160404, 4.866453, 3.561906], [0.586496, 5.321153, 1.823106], [1.470996, 3.430553, 0.486206], [4.196096, 1.283253, -3.355394], [3.025196, 1.675653, -3.821494], [3.159896, 2.613653, -4.716294], [2.402496, 0.624153, -4.343394], [1.914596, 2.139253, -2.369594], [1.909596, 0.870753, -1.631194], [2.360696, 3.232253, -1.583794], [0.516096, 2.331953, -3.092894], [-0.710204, 1.729753, -2.354894], [-0.816304, 2.131153, -0.958894], [-0.853204, 0.286353, -2.439294], [-2.222004, 2.422053, -3.231494], [-2.286004, 2.017353, -4.476594], [-3.258604, 1.907853, -2.547494], [-2.259504, 3.728453, -3.154394], [2.122396, -2.600347, 1.186606], [1.759696, -2.863547, -0.116194], [2.104696, -4.120647, -0.646994], [1.862096, -4.378647, -1.980694], [1.268696, -3.387747, -2.758394], [0.918396, -2.188247, -2.151394], [1.144896, -1.942047, -0.865294], [2.632696, -1.427147, 1.670406], [3.494396, -1.479547, 2.786506], [4.237096, -0.365047, 3.109806], [4.130696, 0.769153, 2.307406], [3.189896, 0.769753, 1.282906], [2.433296, -0.280747, 1.013206], [2.348296, -3.426247, 1.739406], [2.615396, -4.837747, -0.020994], [2.143296, -5.328647, -2.411494], [1.074996, -3.541647, -3.808294], [0.423996, -1.405147, -2.709194], [3.602096, -2.400547, 3.339306], [4.914696, -0.389247, 3.951806], [4.743196, 1.641753, 2.473306], [3.043896, 1.639153, 0.655006], [-4.639904, -1.663947, 0.652706], [-3.581904, -2.646647, 0.314606], [-2.208204, -2.045747, 0.631806], [-1.992804, -0.782547, -0.070294], [-3.052204, 0.168153, 0.262906], [-4.430804, -0.393347, -0.092394], [-4.614204, -1.472147, 1.665906], [-5.569204, -2.049547, 0.435606], [-3.663504, -2.880547, -0.749094], [-3.724804, -3.560947, 0.893606], [-1.431304, -2.755547, 0.347106], [-2.118504, -1.861947, 1.707306], [-1.972304, -0.920147, -1.081594], [-2.878904, 1.101253, -0.273294], [-3.021004, 0.373253, 1.335606], [-4.504104, -0.592747, -1.164694], [-5.198604, 0.329153, 0.186906]],
  "atomic_forces_ev_per_a": [[4.9, -2.3, 6.1], [0.4, -0.6, 0.0], [-1.2, 3.6, 0.6], [1.5, -1.7, -3.5], [-1.3, -1.0, 1.1], [0.5, -0.2, -0.4], [-0.3, 0.1, 0.2], [0.4, -0.3, -0.2], [0.0, 1.1, 0.1], [0.1, -1.5, -2.0], [0.0, 0.0, 0.1], [0.1, 0.1, 0.0], [0.0, 0.1, 0.0], [-0.1, 0.0, -0.1], [-0.2, 0.4, 0.2], [0.2, -0.7, -0.3], [-0.2, 0.2, 0.4], [-0.1, 0.0, -0.1], [-0.3, 1.5, -0.9], [-1.1, -2.4, 1.8], [0.3, 0.3, -0.3], [-0.2, 0.0, 0.1], [-0.4, 0.7, -1.7], [-0.3, 0.1, 0.9], [-0.2, -0.5, -0.4], [-0.3, 0.2, -0.1], [0.3, -0.1, 0.2], [0.2, -0.1, 0.0], [0.3, -0.1, 0.1], [-0.7, -0.4, 0.5], [0.4, -0.5, 0.1], [-0.2, 0.5, -0.2], [-0.1, 0.1, 0.2], [-0.1, 0.5, 0.3], [-0.1, -0.7, -1.5], [-1.1, 1.8, 0.8], [0.5, -0.3, 0.5], [-0.2, 0.4, -0.5], [-0.2, -0.1, -0.2], [-0.5, 0.0, -0.6], [0.9, 1.3, 0.6], [-2.1, -0.3, -1.1], [0.0, 0.4, -0.2], [0.0, 0.0, 0.1], [0.0, 0.0, 0.0], [0.0, 0.1, -0.1], [0.1, -0.1, 0.0], [0.0, -0.1, 0.0], [0.0, 0.0, 0.0], [0.0, 0.1, 0.0], [0.0, 0.0, 0.1], [-0.5, -0.1, 0.2], [0.8, -0.4, -0.2], [0.2, -0.4, 0.4], [0.9, 0.4, -0.8], [-0.3, 0.4, 0.0], [0.3, 0.8, -0.2], [-0.1, -0.1, -0.2], [0.2, 0.1, 0.1], [-0.2, 0.0, 0.1], [-0.1, 0.1, 0.0], [-0.1, 0.0, 0.0], [0.0, 0.0, -0.1], [-0.1, 0.0, 0.0], [-0.2, -0.1, 0.1], [0.1, 0.0, -0.1], [-0.1, -0.1, 0.1], [0.0, -0.1, 0.0]],
  "spin_multiplicity": 2,
  "s_squared": 0.820,
  "total_charge": 3,
  "de_lowest_ev": 5.400
}

=====

Number 1: DFT total energy -959.5107 Ha. Number 2: DFT total energy -11601.6943 Ha. Number 3: DFT total energy -3186.2725 Ha.